ORCA calculation (the ωB97M-V functional and the def2-TZVPD basis) on C31H33Cl2N8O3STl as an isolated structure.

The geometry in XYZ format:
```
79
Properties=species:S:1:pos:R:3:mulliken_charge:R:1
Tl -0.50 0.28 0.14 0.612
Cl 5.07 4.66 -1.59 -0.249
C 4.14 3.19 -1.47 -0.199
C 2.76 3.26 -1.56 -0.668
C 1.94 2.14 -1.45 -0.258
N 0.54 2.14 -1.62 -0.176
C -0.16 3.21 -1.79 0.484
O 0.25 4.46 -1.77 -0.853
C -1.64 3.04 -2.04 0.223
C -2.36 4.09 -2.61 -0.597
C -3.72 3.91 -2.84 -0.437
C -4.30 2.70 -2.50 -0.785
C -3.50 1.72 -1.93 -0.354
N -2.20 1.88 -1.72 0.090
C 2.55 0.86 -1.23 0.223
C 3.95 0.82 -1.19 -0.899
C 4.73 1.96 -1.29 0.233
Cl 6.46 1.80 -1.18 -0.241
N 1.74 -0.24 -1.00 -0.289
C 2.23 -1.48 -1.12 0.319
O 3.32 -1.86 -1.57 -0.781
C 1.35 -2.62 -0.62 0.319
C 1.65 -3.92 -1.04 -0.541
C 0.95 -4.98 -0.49 -0.621
C -0.01 -4.72 0.48 -0.438
C -0.25 -3.40 0.83 -1.191
N 0.40 -2.38 0.27 0.227
H 2.31 4.22 -1.75 0.763
H -1.86 5.01 -2.87 0.549
H -4.30 4.70 -3.30 0.424
H -5.35 2.52 -2.67 0.424
H -3.91 0.76 -1.64 0.529
H 4.44 -0.13 -1.10 0.847
H 2.43 -4.06 -1.77 0.538
H 1.16 -5.99 -0.80 0.446
H -0.57 -5.52 0.96 0.504
H -0.99 -3.15 1.58 0.815
C -3.07 -3.21 -1.86 -1.447
C -3.40 -2.45 -0.61 0.512
O -3.43 -1.24 -0.61 -0.434
C -3.65 -3.20 0.66 0.464
C -3.85 -4.58 0.67 -0.174
C -4.05 -5.25 1.87 -0.710
C -4.06 -4.54 3.06 -0.422
C -3.86 -3.16 3.05 -0.549
C -3.67 -2.50 1.86 -0.438
H -2.69 -2.52 -2.61 0.306
H -3.98 -3.68 -2.26 0.440
H -2.35 -4.01 -1.68 0.370
H -3.83 -5.14 -0.26 0.400
H -4.21 -6.32 1.87 0.399
H -4.21 -5.06 4.00 0.401
H -3.85 -2.61 3.99 0.408
H -3.51 -1.43 1.83 0.494
N -0.57 6.08 -0.12 -0.368
C 0.10 5.47 1.05 -0.659
C -0.55 4.11 1.39 -0.293
N 0.32 3.00 1.64 -0.092
H -0.27 7.04 -0.28 0.316
H -1.58 6.09 0.00 0.316
H -0.22 5.32 -1.10 0.234
H 0.09 6.15 1.90 0.369
H 1.14 5.30 0.77 0.339
H -1.21 3.84 0.55 -0.047
H -1.21 4.22 2.25 0.538
H 0.76 2.99 2.55 0.237
H 1.03 2.87 0.92 -0.142
S 1.52 0.01 2.93 -0.349
C 2.79 -0.93 2.38 -0.074
N 2.86 -2.27 2.49 -0.102
C 4.02 -2.84 1.81 -0.354
C 4.83 -1.59 1.43 -0.306
N 3.92 -0.50 1.80 -0.061
H 2.05 -2.79 2.77 0.228
H 3.72 -3.40 0.92 0.100
H 4.58 -3.50 2.48 0.372
H 5.05 -1.57 0.36 0.158
H 5.76 -1.52 1.99 0.435
H 3.98 0.43 1.42 0.197
```

Properties
HOMO = -6.94 eV
Gap between HOMO and LUMO = 7.1 eV
LUMO level = 0.12 eV
E = -3356.0112 Ha
Energy relative to the best compared isomer or geometry (same formula, charge and spin) = 0.0 kJ/mol
Total charge = 0



ORCA calculation (the ωB97M-V functional and the def2-TZVPD basis) on C31H34AsN4O4SV as an isolated structure.

The geometry in XYZ format:
```
76
Properties=species:S:1:pos:R:3:lowdin_spin:R:1
V 0.05 0.00 0.75 2.014
S 2.26 0.20 1.26 -0.059
C 2.90 1.71 0.55 0.005
C 4.25 1.80 0.25 -0.004
C 4.75 2.99 -0.26 0.000
C 3.92 4.08 -0.47 -0.004
C 2.57 4.00 -0.16 -0.001
C 2.07 2.81 0.35 -0.004
As 0.23 2.51 0.79 -0.014
C -0.88 3.63 -0.29 -0.007
C -1.40 3.11 -1.47 -0.001
C -2.17 3.91 -2.29 0.000
C -2.43 5.23 -1.94 -0.001
C -1.90 5.75 -0.76 0.000
C -1.13 4.95 0.07 -0.002
C -0.06 3.02 2.62 0.004
C -1.36 3.29 3.06 0.000
C -1.60 3.52 4.41 0.000
C -0.55 3.48 5.31 0.000
C 0.75 3.21 4.88 0.000
C 0.99 2.98 3.53 0.000
H 4.91 0.95 0.41 0.000
H 5.81 3.06 -0.50 0.000
H 4.33 5.00 -0.87 0.000
H 1.92 4.84 -0.33 0.000
H -1.19 2.09 -1.76 0.000
H -2.58 3.52 -3.22 0.000
H -3.03 5.86 -2.58 0.000
H -2.10 6.78 -0.48 0.000
H -0.72 5.36 0.99 0.000
H -2.18 3.37 2.35 0.000
H -2.60 3.75 4.75 0.000
H -0.73 3.67 6.36 0.000
H 1.57 3.20 5.58 0.000
H 2.00 2.78 3.19 0.000
N -1.51 -4.13 0.77 0.001
C -1.56 -2.77 1.41 0.006
C -2.89 -2.12 1.06 0.001
C -3.02 -0.71 1.63 0.003
N -2.16 0.25 0.87 0.007
C -2.66 -0.67 3.11 0.000
C -1.33 -1.34 3.43 0.001
N -0.20 -0.53 2.87 0.008
C -1.29 -2.77 2.90 0.000
H -1.35 -3.91 -0.25 0.000
H -2.37 -4.66 0.90 0.000
H -0.73 -4.69 1.11 0.000
H -0.75 -2.26 0.89 0.004
H -3.70 -2.72 1.48 0.000
H -3.02 -2.11 -0.03 0.000
H -4.06 -0.40 1.52 0.000
H -2.39 1.19 1.21 0.002
H -2.45 0.25 -0.11 0.002
H -3.44 -1.17 3.67 0.000
H -2.65 0.37 3.46 0.000
H -1.21 -1.38 4.52 -0.001
H 0.69 -0.93 3.18 0.002
H -0.21 0.39 3.32 0.005
H -2.05 -3.35 3.44 0.000
H -0.32 -3.23 3.12 0.000
O -0.93 -2.89 -1.51 0.010
C -0.48 -1.78 -1.79 0.006
O -0.31 -0.85 -0.89 0.012
C -0.11 -1.42 -3.18 -0.001
C 0.57 -0.24 -3.47 0.001
C 0.92 0.07 -4.78 0.000
C 0.58 -0.81 -5.81 0.001
C -0.09 -1.97 -5.49 0.000
C -0.44 -2.31 -4.20 0.001
N -0.46 -2.91 -6.58 0.000
O -0.13 -2.60 -7.70 0.000
O -1.05 -3.91 -6.27 0.000
H 0.84 0.44 -2.67 0.000
H 1.45 0.98 -5.00 0.000
H 0.83 -0.60 -6.83 0.000
H -0.96 -3.23 -4.00 0.000
```

Properties
HOMO (spin up / spin down) = -13.60 / -13.60 eV
Gap between HOMO and LUMO (spin up / spin down) = 7.4 / 8.2 eV
LUMO level (spin up / spin down) = -6.19 / -5.43 eV
E = -5299.1761 Ha
Energy relative to the best compared isomer or geometry (same formula, charge and spin) = 0.0 kJ/mol
⟨S²⟩ = 2.0376
Spin multiplicity = 3
Total charge = +2



ORCA calculation (the ωB97M-V functional and the def2-TZVPD basis) on C31H34AsN7O4RhS as an isolated structure.

The geometry in XYZ format:
```
79
Properties=species:S:1:pos:R:3:lowdin_spin:R:1
Rh 0.16 0.27 1.05 2.611
N 2.04 -0.57 -0.56 0.076
N 2.28 -1.82 0.01 0.007
C 2.11 -1.98 1.33 0.044
N 2.10 -3.21 1.80 0.024
S 1.92 -0.66 2.41 0.220
H 1.39 -0.68 -1.33 0.000
H 2.91 -0.17 -0.88 0.002
H 2.05 -2.62 -0.57 0.002
H 1.94 -3.99 1.17 0.001
H 1.88 -3.35 2.77 0.002
O -1.45 -0.83 2.19 0.229
N -2.42 -0.13 2.64 0.040
N -2.18 1.10 2.67 0.005
O -1.02 1.63 2.32 0.182
C -3.24 2.01 3.04 0.003
C -3.43 2.34 4.37 0.002
C -4.43 3.23 4.70 0.000
C -5.22 3.79 3.70 0.002
C -5.01 3.45 2.37 0.000
C -4.01 2.55 2.03 0.002
H -2.80 1.89 5.14 0.000
H -4.60 3.50 5.74 0.000
H -6.01 4.49 3.96 0.000
H -5.64 3.88 1.59 0.000
H -3.83 2.26 1.00 0.000
O -2.05 0.64 -0.38 0.068
C -1.93 -0.59 -0.51 0.010
N -2.90 -1.49 -0.72 0.003
C -2.42 -2.86 -0.58 0.006
C -0.91 -2.57 -0.40 0.019
O -0.03 -3.42 -0.30 0.021
N -0.70 -1.22 -0.37 0.124
C -2.95 -3.54 0.70 0.001
C -2.39 -4.75 1.12 0.001
C -2.88 -5.39 2.24 0.000
C -3.95 -4.85 2.95 0.001
C -4.51 -3.66 2.53 0.000
C -4.02 -3.01 1.41 0.001
C -2.78 -3.71 -1.80 0.000
C -1.93 -4.69 -2.30 0.000
C -2.32 -5.48 -3.37 0.000
C -3.57 -5.31 -3.95 0.000
C -4.43 -4.35 -3.44 0.000
C -4.03 -3.56 -2.38 0.000
H -3.87 -1.22 -0.73 0.000
H -1.57 -5.18 0.57 0.000
H -2.44 -6.33 2.56 0.000
H -4.34 -5.36 3.83 0.000
H -5.34 -3.23 3.08 0.000
H -4.46 -2.07 1.13 0.000
H -0.95 -4.84 -1.86 0.000
H -1.64 -6.23 -3.75 0.000
H -3.88 -5.94 -4.78 0.000
H -5.41 -4.21 -3.88 0.000
H -4.73 -2.82 -1.99 0.000
C -0.91 3.85 0.16 0.027
As 0.45 2.51 -0.06 0.169
C 0.65 2.48 -1.99 0.030
C 2.11 3.37 0.55 0.034
C 2.17 4.83 0.18 0.006
C 1.71 5.80 1.07 0.005
C 1.73 7.14 0.71 0.000
C 2.20 7.53 -0.53 0.007
C 2.66 6.56 -1.42 0.000
C 2.65 5.22 -1.06 0.006
H -0.59 4.76 -0.34 0.005
H -1.07 4.04 1.22 0.000
H -1.83 3.47 -0.28 0.000
H 0.68 3.50 -2.35 0.006
H -0.21 1.96 -2.41 0.000
H 1.56 1.96 -2.27 0.000
H 2.92 2.80 0.10 0.000
H 2.16 3.22 1.63 0.000
H 1.34 5.50 2.05 0.000
H 1.37 7.88 1.42 0.000
H 2.21 8.57 -0.81 0.000
H 3.04 6.86 -2.39 0.000
H 3.02 4.48 -1.76 0.000
```

Properties
HOMO (spin up / spin down) = -10.81 / -10.98 eV
Gap between HOMO and LUMO (spin up / spin down) = 8.8 / 5.9 eV
LUMO level (spin up / spin down) = -2.00 / -5.13 eV
E = -4630.1347 Ha
Energy relative to the best compared isomer or geometry (same formula, charge and spin) = 45.3 kJ/mol
⟨S²⟩ = 6.0146
Spin multiplicity = 5
Total charge = +1



ORCA calculation (the ωB97M-V functional and the def2-TZVPD basis) on C31H34BCaN8O as an isolated structure at a distorted geometry.

The geometry in XYZ format:
```
76
Properties=species:S:1:pos:R:3:lowdin_spin:R:1
Ca 0.12 -0.41 0.49 0.056
C -3.53 -2.90 -0.74 0.001
C -3.46 -2.37 -2.18 0.000
C -2.45 -3.17 -3.01 0.001
C -3.15 -0.89 -2.10 0.001
C -1.90 -0.35 -2.36 0.003
C -1.65 1.00 -2.17 0.001
C -2.64 1.85 -1.69 0.000
C -2.38 3.30 -1.43 0.000
C -3.90 1.31 -1.46 0.001
C -4.16 -0.03 -1.66 0.000
H -3.60 -3.99 -0.74 0.000
H -4.40 -2.50 -0.23 0.000
H -2.64 -2.60 -0.18 0.002
H -4.45 -2.49 -2.64 0.000
H -1.48 -3.18 -2.53 0.002
H -2.36 -2.75 -4.01 0.000
H -2.79 -4.20 -3.11 0.000
H -1.12 -0.98 -2.77 0.002
H -0.68 1.41 -2.43 0.000
H -1.48 3.64 -1.93 0.000
H -2.26 3.47 -0.36 0.000
H -3.22 3.90 -1.77 0.000
H -4.69 1.97 -1.12 0.000
H -5.15 -0.41 -1.50 0.000
C 3.38 2.49 0.19 0.000
C 2.24 2.02 -0.46 0.000
N 1.33 1.62 0.43 0.001
N 1.86 1.83 1.64 0.000
C 3.09 2.35 1.52 0.000
B 1.21 1.37 2.95 0.000
N -0.33 1.47 2.86 0.000
C -1.13 2.30 3.55 0.000
C -2.43 2.07 3.15 0.000
C -2.33 1.05 2.20 0.000
N -1.06 0.70 2.05 0.001
N 1.61 -0.09 3.17 0.000
C 1.89 -0.77 4.30 0.000
C 2.17 -2.07 3.95 0.000
C 2.01 -2.11 2.57 0.003
N 1.68 -0.91 2.11 0.004
N 1.71 2.28 4.06 0.000
C 1.75 3.64 4.00 0.000
C 2.27 4.10 5.18 0.000
C 2.53 2.94 5.92 0.000
N 2.19 1.87 5.24 0.000
H 4.28 2.88 -0.25 0.000
H 2.04 1.97 -1.52 0.000
H 3.68 2.59 2.39 0.000
H -0.75 2.99 4.27 0.000
H -3.31 2.56 3.50 0.000
H -3.11 0.57 1.63 0.000
H 1.89 -0.27 5.25 0.000
H 2.43 -2.88 4.60 0.000
H 2.12 -2.94 1.89 0.001
H 1.40 4.17 3.13 0.000
H 2.45 5.12 5.48 0.000
H 2.94 2.84 6.91 0.000
C 0.69 -2.34 -0.68 0.207
C 0.84 -3.55 -1.01 0.374
C 0.65 -4.92 -0.78 0.054
C 1.73 -5.82 -0.91 0.058
C 1.54 -7.17 -0.73 -0.003
C 0.28 -7.67 -0.40 0.057
C -0.79 -6.80 -0.29 -0.002
C -0.62 -5.45 -0.49 0.055
H 2.70 -5.44 -1.17 0.006
H 2.36 -7.86 -0.87 -0.002
H 0.14 -8.73 -0.24 0.004
H -1.78 -7.17 -0.05 -0.001
H -1.45 -4.77 -0.39 0.003
C 2.31 -1.33 -2.05 0.029
O 1.12 -1.16 -1.31 0.060
H 2.49 -0.41 -2.61 0.002
H 2.23 -2.17 -2.74 0.014
H 3.16 -1.51 -1.38 0.004
```

Properties
HOMO (spin up / spin down) = -5.57 / -7.48 eV
Gap between HOMO and LUMO (spin up / spin down) = 6.2 / 8.0 eV
LUMO level (spin up / spin down) = 0.61 / 0.52 eV
E = -2417.5060 Ha
Energy relative to the best compared isomer or geometry (same formula, charge and spin) = 135.7 kJ/mol
⟨S²⟩ = 0.7639
Spin multiplicity = 2
Total charge = 0



ORCA calculation (the ωB97M-V functional and the def2-TZVPD basis) on C31H34BrN8O2Re as an isolated structure at a distorted geometry.

The geometry in XYZ format:
```
77
Properties=species:S:1:pos:R:3:lowdin_spin:R:1
Re -0.09 0.08 0.44 0.789
C -0.67 -1.70 2.87 0.008
N -1.05 -0.35 2.39 0.010
C -0.48 0.65 3.36 0.006
C -0.52 2.01 2.75 0.001
C -0.70 3.17 3.48 0.000
C -0.72 4.38 2.81 0.000
C -0.57 4.38 1.43 0.000
C -0.39 3.18 0.77 0.001
N -0.34 2.01 1.42 -0.003
C -2.54 -0.20 2.37 0.001
C -3.04 0.21 1.02 0.003
C -4.38 0.45 0.80 0.000
C -4.81 0.84 -0.46 0.001
C -3.86 0.99 -1.47 0.000
C -2.54 0.71 -1.19 -0.001
N -2.12 0.31 0.03 -0.003
C 0.81 -1.80 2.65 0.008
C 1.65 -2.57 3.43 -0.001
C 3.01 -2.57 3.16 0.008
C 3.48 -1.79 2.12 -0.001
C 2.59 -1.05 1.37 0.003
N 1.26 -1.04 1.62 -0.001
H -1.19 -2.44 2.26 0.001
H -0.97 -1.85 3.91 0.000
H 0.55 0.38 3.58 0.000
H -1.04 0.60 4.30 0.000
H -0.83 3.12 4.55 0.000
H -0.85 5.31 3.35 0.000
H -0.60 5.30 0.86 0.000
H -0.25 3.15 -0.30 0.000
H -2.85 0.53 3.11 0.000
H -3.00 -1.15 2.65 0.000
H -5.08 0.34 1.61 0.000
H -5.85 1.03 -0.65 0.000
H -4.14 1.30 -2.46 0.000
H -1.79 0.82 -1.95 0.000
H 1.24 -3.16 4.24 0.000
H 3.69 -3.17 3.75 0.000
H 4.53 -1.75 1.87 0.000
H 2.93 -0.44 0.55 0.000
Br 3.05 2.27 0.35 0.001
C 2.63 3.21 -1.26 0.001
C 3.30 4.40 -1.43 0.000
C 3.11 5.14 -2.60 0.000
C 2.27 4.68 -3.59 0.000
C 1.61 3.47 -3.42 0.000
C 1.77 2.72 -2.25 0.000
C 1.00 1.46 -2.25 0.009
O 0.70 0.81 -3.20 0.013
O 0.43 1.09 -1.00 0.124
H 3.99 4.74 -0.68 0.000
H 3.64 6.07 -2.72 0.000
H 2.12 5.25 -4.50 0.000
H 0.98 3.08 -4.21 0.000
C 1.37 -2.02 -1.46 0.001
N -0.01 -1.78 -0.84 0.004
C -0.97 -1.69 -2.03 0.001
N -0.91 -2.83 -2.90 0.001
C 0.45 -2.96 -3.43 0.000
N 1.40 -3.15 -2.33 0.001
C 1.04 -4.35 -1.58 0.000
N -0.32 -4.23 -1.04 0.003
C -0.38 -3.10 -0.16 0.007
C -1.25 -4.04 -2.16 0.000
H 2.08 -2.17 -0.65 0.000
H 1.63 -1.12 -2.02 0.000
H -0.70 -0.80 -2.59 0.000
H -1.98 -1.61 -1.62 0.000
H 0.71 -2.05 -3.98 0.000
H 0.50 -3.81 -4.10 0.000
H 1.75 -4.51 -0.77 0.000
H 1.08 -5.22 -2.25 0.000
H 0.31 -3.27 0.66 0.000
H -1.41 -2.99 0.20 0.001
H -2.27 -3.96 -1.77 0.000
H -1.19 -4.90 -2.82 0.000
```

Properties
HOMO (spin up / spin down) = -16.36 / -16.35 eV
Gap between HOMO and LUMO (spin up / spin down) = 6.1 / 6.3 eV
LUMO level (spin up / spin down) = -10.29 / -10.03 eV
E = -4441.6445 Ha
⟨S²⟩ = 0.7577
Spin multiplicity = 2
Total charge = +3



ORCA calculation (the ωB97M-V functional and the def2-TZVPD basis) on C31H34Cl2KN3O as an isolated structure.

The geometry in XYZ format:
```
72
Properties=species:S:1:pos:R:3:mulliken_charge:R:1
K -0.19 0.17 -0.05 1.047
C 2.76 -1.16 2.92 -2.490
C 1.55 -1.83 2.31 0.837
C 1.74 -2.81 1.33 1.834
C 3.13 -3.12 0.82 -2.746
C 0.64 -3.47 0.77 0.647
C 0.86 -4.57 -0.24 -2.285
C -0.66 -3.11 1.16 1.666
C -1.86 -3.72 0.45 -2.514
C -0.85 -2.15 2.16 0.869
C -2.24 -1.77 2.63 -2.118
C 0.25 -1.48 2.71 1.418
C -0.03 -0.33 3.65 -1.904
H 3.11 -0.34 2.27 0.270
H 3.58 -1.86 3.03 0.436
H 2.54 -0.75 3.91 0.550
H 3.11 -3.38 -0.24 0.416
H 3.59 -3.95 1.37 0.415
H 3.78 -2.25 0.90 0.513
H 0.95 -4.17 -1.26 0.210
H 0.04 -5.29 -0.24 0.515
H 1.77 -5.12 -0.02 0.481
H -1.60 -4.01 -0.57 0.370
H -2.67 -3.00 0.38 0.414
H -2.24 -4.61 0.97 0.265
H -2.51 -0.79 2.21 0.063
H -2.26 -1.68 3.72 0.433
H -2.99 -2.51 2.35 0.532
H 0.85 0.28 3.83 0.357
H -0.40 -0.68 4.62 0.340
H -0.79 0.33 3.21 0.227
C -0.28 -3.02 -3.75 -0.819
C 0.99 -3.21 -4.29 -0.526
C 2.06 -2.54 -3.73 -0.789
C 1.89 -1.68 -2.63 0.267
N 0.65 -1.53 -2.12 0.536
C -0.38 -2.17 -2.67 -0.354
C 3.00 -0.94 -1.99 0.853
C 4.29 -1.06 -2.55 -0.715
C 5.38 -0.41 -1.99 -0.710
C 5.18 0.38 -0.87 -0.674
C 3.90 0.50 -0.34 -0.757
C 2.75 -0.15 -0.83 0.078
H -1.15 -3.51 -4.16 0.431
H 1.14 -3.87 -5.13 0.369
H 3.04 -2.70 -4.16 0.312
H -1.35 -1.98 -2.21 0.241
H 4.48 -1.67 -3.43 0.156
H 6.37 -0.52 -2.43 0.370
H 6.02 0.91 -0.42 0.373
H 3.80 1.14 0.54 0.333
Cl -3.32 3.63 2.93 -0.322
C -4.13 2.65 1.70 0.454
C -5.39 3.05 1.31 -0.560
C -6.09 2.35 0.31 -0.546
C -5.44 1.26 -0.29 -0.422
C -4.18 0.88 0.11 0.952
Cl -3.42 -0.44 -0.82 -0.297
C -3.32 1.51 1.16 -1.213
N -2.12 1.19 1.46 -0.697
H -5.83 3.91 1.79 0.350
H -7.09 2.66 0.01 0.300
H -5.92 0.71 -1.09 0.311
C -0.47 4.24 -2.42 -1.117
C -0.99 2.98 -1.74 0.560
N -1.99 3.15 -0.89 -0.032
O -0.46 1.91 -1.99 -0.690
H -1.10 5.12 -2.27 0.340
H -0.37 4.04 -3.49 0.272
H 0.53 4.45 -2.04 0.254
H -2.29 4.07 -0.62 0.197
H -2.25 2.41 -0.24 -0.140
```

Properties
HOMO = 0.26 eV
Gap between HOMO and LUMO = 3.9 eV
LUMO level = 4.18 eV
E = -2961.4924 Ha
Energy relative to the best compared isomer or geometry (same formula, charge and spin) = 26.1 kJ/mol
Total charge = -2



Which of these has the highest E?
C31H34BCaN8O



Number 5 is which compound?
C31H34BrN8O2Re